{"formula": "C4H8O2", "method": "ωB97M-V/def2-TZVPD", "de_lowest_kcal_mol": 135.1, "e_lumo_ha": -0.0238, "homo_lumo_gap_ev": 9.336, "elements": ["O", "O", "C", "C", "C", "C", "H", "H", "H", "H", "H", "H", "H", "H"], "coordinates": [[-1.123, 1.038, -1.198], [1.017, 1.426, -0.420], [-0.053, 0.686, -0.334], [-0.656, 0.625, 1.183], [0.099, -1.954, 0.077], [0.212, -0.775, -0.456], [1.824, 0.406, -1.202], [0.634, -2.790, -0.354], [-0.908, 1.670, 1.340], [0.109, 0.308, 1.884], [1.626, -0.475, -1.319], [-0.908, 1.925, -1.514], [-0.315, -2.110, 1.067], [-1.556, 0.020, 1.246]]}


{"formula": "C4H8O2", "method": "ωB97M-V/def2-TZVPD", "de_lowest_kcal_mol": 108.7, "e_lumo_ha": 0.0032, "homo_lumo_gap_ev": 9.367, "elements": ["O", "O", "C", "C", "C", "C", "H", "H", "H", "H", "H", "H", "H", "H"], "coordinates": [[-0.634, 1.609, -0.365], [-0.966, -0.991, -1.118], [0.420, -0.273, 0.743], [1.654, -0.175, -0.125], [-0.571, 0.846, 0.657], [-0.791, -0.923, 0.146], [1.368, -0.029, -1.169], [-1.296, 1.046, -1.335], [-1.575, -1.305, 0.809], [0.591, -0.590, 1.774], [-1.294, 0.986, 1.468], [2.245, -1.093, -0.054], [-1.414, 0.137, -1.597], [2.276, 0.671, 0.183]]}


{"formula": "C4H8O2", "method": "ωB97M-V/def2-TZVPD", "de_lowest_kcal_mol": 43.0, "smiles": "OC[C@H]1CCO1", "e_lumo_ha": 0.0386, "homo_lumo_gap_ev": 10.987, "elements": ["O", "O", "C", "C", "C", "C", "H", "H", "H", "H", "H", "H", "H", "H"], "coordinates": [[0.279, -1.452, -1.413], [0.003, -0.588, 1.190], [-0.675, 1.012, -0.049], [1.237, -0.557, -0.898], [0.645, 0.276, 0.223], [-1.217, 0.174, 1.112], [2.125, -1.093, -0.524], [1.559, 0.089, -1.722], [-1.108, 0.755, -1.017], [-1.401, 0.729, 2.040], [1.421, 0.893, 0.695], [-2.083, -0.464, 0.903], [-0.669, 2.094, 0.091], [-0.114, -1.869, -0.631]]}


{"formula": "C4H8O2", "method": "ωB97M-V/def2-TZVPD", "de_lowest_kcal_mol": 97.6, "e_lumo_ha": 0.0138, "homo_lumo_gap_ev": 9.313, "elements": ["O", "O", "C", "C", "C", "C", "H", "H", "H", "H", "H", "H", "H", "H"], "coordinates": [[1.436, -1.512, 1.370], [-0.924, -0.815, -0.429], [-1.535, 0.047, -1.408], [0.786, -2.010, 0.474], [0.279, -1.219, -0.679], [0.868, 1.580, 1.030], [1.148, 1.122, 0.078], [1.743, 1.586, 1.680], [0.093, 0.974, 1.503], [-2.538, -0.341, -1.592], [-0.929, 0.053, -2.315], [-1.591, 1.045, -0.968], [0.518, 2.602, 0.861], [0.646, -3.111, 0.396]]}


{"formula": "C4H8O2", "method": "ωB97M-V/def2-TZVPD", "de_lowest_kcal_mol": 117.8, "e_lumo_ha": 0.0361, "homo_lumo_gap_ev": 9.597, "elements": ["O", "O", "C", "C", "C", "C", "H", "H", "H", "H", "H", "H", "H", "H"], "coordinates": [[0.460, -0.622, -0.660], [1.261, 2.638, 0.841], [-0.604, 1.303, 0.192], [0.508, 1.620, 1.146], [-0.723, -0.194, -0.033], [0.497, -2.015, -0.835], [1.443, -2.257, -1.324], [-0.852, -0.706, 0.935], [0.445, -2.544, 0.130], [1.467, 2.049, 1.827], [-1.600, -0.429, -0.658], [-0.334, -2.365, -1.467], [-1.530, 1.676, 0.654], [-0.437, 1.845, -0.749]]}


{"formula": "C4H8O2", "method": "ωB97M-V/def2-TZVPD", "de_lowest_kcal_mol": 151.3, "e_lumo_ha": 0.0339, "homo_lumo_gap_ev": 9.447, "elements": ["O", "O", "C", "C", "C", "C", "H", "H", "H", "H", "H", "H", "H", "H"], "coordinates": [[0.162, -1.674, 1.613], [0.605, 0.845, 0.486], [-0.844, -0.291, -0.164], [0.404, 1.944, -0.372], [-0.366, -1.642, 0.309], [0.615, 0.681, -1.073], [1.225, 2.634, -0.205], [0.335, -2.042, -0.433], [-1.418, -0.311, -1.061], [-0.586, 2.396, -0.378], [-1.425, 0.193, 0.658], [-1.251, -2.292, 0.324], [1.692, 0.557, -1.360], [0.851, -0.999, 1.657]]}


{"formula": "C4H8O2", "method": "ωB97M-V/def2-TZVPD", "de_lowest_kcal_mol": 53.1, "smiles": "CCOCC=O", "e_lumo_ha": 0.0336, "homo_lumo_gap_ev": 10.495, "elements": ["O", "O", "C", "C", "C", "C", "H", "H", "H", "H", "H", "H", "H", "H"], "coordinates": [[-0.131, 0.103, 1.345], [-2.800, 0.841, -0.880], [1.037, 0.325, 0.582], [-1.790, 0.930, -0.227], [-1.154, -0.253, 0.462], [1.358, -0.761, -0.560], [-0.651, -0.842, -0.323], [0.853, -1.746, -0.649], [-1.898, -0.863, 0.981], [2.398, -1.032, -0.432], [1.822, 0.452, 1.343], [0.951, 1.292, 0.061], [-1.227, 1.886, -0.136], [1.233, -0.332, -1.567]]}


{"formula": "C4H8O2", "method": "ωB97M-V/def2-TZVPD", "de_lowest_kcal_mol": 48.8, "smiles": "CO/C=C(\\C)O", "e_lumo_ha": 0.0345, "homo_lumo_gap_ev": 9.202, "elements": ["O", "O", "C", "C", "C", "C", "H", "H", "H", "H", "H", "H", "H", "H"], "coordinates": [[1.794, -1.650, 0.237], [-1.117, 0.341, 0.756], [-0.291, -0.676, 0.386], [-2.143, 0.579, -0.173], [1.733, 0.736, -0.195], [1.019, -0.522, 0.179], [-2.815, 1.309, 0.280], [1.020, 1.563, -0.234], [2.558, 0.995, 0.474], [1.242, -2.252, 0.754], [-0.753, -1.657, 0.230], [-2.694, -0.346, -0.396], [-1.709, 0.972, -1.099], [2.158, 0.608, -1.200]]}


{"formula": "C4H8O2", "method": "ωB97M-V/def2-TZVPD", "de_lowest_kcal_mol": 31.9, "smiles": "C[C@H](C=O)CO", "e_lumo_ha": 0.0270, "homo_lumo_gap_ev": 10.769, "elements": ["O", "O", "C", "C", "C", "C", "H", "H", "H", "H", "H", "H", "H", "H"], "coordinates": [[-1.854, 1.452, -0.824], [2.198, 0.638, 0.167], [-1.152, -1.072, 0.119], [-0.672, 1.316, -0.625], [-0.179, 0.113, 0.211], [1.235, -0.353, -0.112], [1.486, -1.222, 0.509], [-1.181, -1.487, -0.896], [1.275, -0.689, -1.162], [-2.171, -0.796, 0.396], [1.832, 1.473, -0.148], [-0.013, 2.126, -1.051], [-0.824, -1.877, 0.789], [-0.176, 0.482, 1.249]]}


{"formula": "C4H8O2", "method": "ωB97M-V/def2-TZVPD", "de_lowest_kcal_mol": 27.0, "smiles": "O=CCCCO", "e_lumo_ha": 0.0365, "homo_lumo_gap_ev": 10.843, "elements": ["O", "O", "C", "C", "C", "C", "H", "H", "H", "H", "H", "H", "H", "H"], "coordinates": [[1.625, 0.673, -1.406], [1.170, -0.627, 1.129], [-0.154, -1.099, 0.953], [-0.814, -0.537, -0.306], [0.920, 1.269, -0.619], [-0.554, 0.963, -0.450], [-0.180, -2.200, 0.935], [1.680, -0.849, 0.336], [-0.427, -1.042, -1.198], [-1.049, 1.340, -1.354], [1.330, 2.096, -0.003], [-1.892, -0.735, -0.267], [-0.694, -0.771, 1.849], [-0.960, 1.518, 0.401]]}


{"formula": "C4H8O2", "method": "ωB97M-V/def2-TZVPD", "de_lowest_kcal_mol": 54.7, "smiles": "C=C(CO)OC", "e_lumo_ha": 0.0349, "homo_lumo_gap_ev": 9.908, "elements": ["O", "O", "C", "C", "C", "C", "H", "H", "H", "H", "H", "H", "H", "H"], "coordinates": [[-1.495, 1.876, 0.581], [0.885, 0.401, 0.338], [-0.316, -0.169, 0.047], [-1.513, 0.505, 0.799], [-0.515, -1.083, -0.964], [2.015, -0.207, -0.188], [-0.703, 2.236, 0.945], [-2.480, 0.288, 0.366], [-1.447, -1.461, -1.204], [-1.577, 0.195, 1.887], [2.818, 0.487, 0.140], [2.105, -1.272, 0.103], [1.986, -0.252, -1.267], [0.240, -1.545, -1.585]]}


{"formula": "C4H8O2", "method": "ωB97M-V/def2-TZVPD", "de_lowest_kcal_mol": 61.7, "smiles": "C1C[C@H]2O[C@@H]12.O", "e_lumo_ha": 0.0376, "homo_lumo_gap_ev": 11.302, "elements": ["O", "O", "C", "C", "C", "C", "H", "H", "H", "H", "H", "H", "H", "H"], "coordinates": [[1.116, -0.415, 0.737], [-1.151, -2.025, 1.355], [0.206, 0.063, -1.418], [0.507, 0.868, 0.550], [-0.734, 0.652, -0.319], [1.384, 0.295, -0.474], [0.702, 1.613, 1.315], [-1.290, -1.522, 2.166], [0.038, -0.977, -1.711], [-0.270, -1.732, 1.064], [-1.463, -0.041, 0.107], [2.429, 0.480, -0.701], [0.252, 0.696, -2.308], [-1.217, 1.583, -0.627]]}